No. 1
Below is a structure of composition ClHN6, with properties calculated with ωB97M-V/def2-TZVPD.

```
8
Properties=species:S:1:pos:R:3
Cl 3.028 0.109 -0.022
N 0.293 -1.346 -0.147
N -0.817 -1.059 -0.157
N 1.294 0.077 0.446
N -1.383 0.045 0.206
N 0.603 1.024 -0.150
N -0.581 1.091 -0.247
H -2.437 0.058 0.069
```

Its charge is 0. The energy above the lowest of the compared OMol25 structures with the same formula, charge and spin is 153.5 kJ/mol. The calculation puts the frontier orbital gap at 8.8910 eV. As for the strongest force on any atom: 5.7 eV/Å. The calculation puts the total energy at -789.08840 Eh. The value obtained for the HOMO energy is -9.3 eV.

***

No. 2
Below is a cluster of 2 separate species, ClHN6 in total, with properties calculated with ωB97M-V/def2-TZVPD.

```
8
Properties=species:S:1:pos:R:3
Cl -0.946 -0.646 2.108
N 0.363 2.714 1.423
N 0.242 1.614 1.463
N -0.129 -0.592 -1.558
N -0.641 0.367 -1.314
N 0.218 0.417 1.302
N 0.293 -1.596 -2.068
H 0.599 -2.278 -1.357
```

The spin multiplicity is 3. Its charge is 0. The calculation puts the frontier orbital gap (alpha / beta) at 8.2098 / 7.0147 eV. As for the strongest force on any atom: 5.7 eV/Å. The expectation value of S² is 2.0334. The calculation puts the total energy at -789.05798 Eh. The value obtained for the HOMO energy (alpha / beta) is -7.5 / -10.3 eV.

***

No. 3
Below is the ion ClHNO with charge -1, with properties calculated with ωB97M-V/def2-TZVPD.

```
4
Properties=species:S:1:pos:R:3
Cl -1.332 -1.064 -0.013
O 0.331 1.017 -0.917
N 0.085 0.292 0.258
H 0.915 -0.245 0.672
```

As for the SMILES: [O-]NCl. Its charge is -1. The energy above the lowest of the compared OMol25 structures with the same formula, charge and spin is 155.6 kJ/mol. The calculation puts the frontier orbital gap at 7.0391 eV. As for the strongest force on any atom: 4.5 eV/Å. The calculation puts the total energy at -590.71197 Eh. The value obtained for the HOMO energy is -2.4 eV.

***

No. 4
Below is a cluster of 2 separate species, ClHNO2P in total, with properties calculated with ωB97M-V/def2-TZVPD.

```
6
Properties=species:S:1:pos:R:3
Cl 1.921 0.297 -1.431
P 0.539 1.288 -0.459
O -1.262 -1.657 0.363
O -0.538 0.299 -0.564
N -1.912 -1.408 1.238
H 1.252 1.182 0.853
```

Its charge is 0. The energy above the lowest of the compared OMol25 structures with the same formula, charge and spin is 125.3 kJ/mol. The calculation puts the frontier orbital gap (alpha / beta) at 10.6804 / 5.3190 eV. As for the strongest force on any atom: 2.7 eV/Å. The calculation puts the total energy at -1007.26643 Eh. The value obtained for the HOMO energy (alpha / beta) is -9.8 / -7.9 eV.

***

No. 5
Below is a cluster of 2 separate species, ClHNO2P in total, with properties calculated with ωB97M-V/def2-TZVPD.

```
6
Properties=species:S:1:pos:R:3
Cl -1.810 1.801 0.456
P -1.413 0.214 -0.750
O 2.405 -0.626 -0.751
O 1.599 -0.434 1.247
N 1.579 -0.372 0.048
H -2.360 -0.582 -0.251
```

Its charge is 0. The energy above the lowest of the compared OMol25 structures with the same formula, charge and spin is 232.1 kJ/mol. The calculation puts the frontier orbital gap (alpha / beta) at 8.8304 / 6.9601 eV. As for the strongest force on any atom: 2.3 eV/Å. The calculation puts the total energy at -1007.22576 Eh. The value obtained for the HOMO energy (alpha / beta) is -10.3 / -8.9 eV.

***

No. 6
Below is a structure of composition ClHNOPS, with properties calculated with ωB97M-V/def2-TZVPD.

```
6
Properties=species:S:1:pos:R:3
Cl -2.581 -0.063 -0.686
S -1.016 -0.175 0.687
P 1.888 0.847 -0.455
O 0.867 1.515 0.268
N -0.124 -1.329 0.305
H 0.965 -0.795 -0.120
```

Its charge is 0. The energy above the lowest of the compared OMol25 structures with the same formula, charge and spin is 344.3 kJ/mol. The calculation puts the frontier orbital gap (alpha / beta) at 6.7163 / 6.7176 eV. As for the strongest force on any atom: 4.4 eV/Å. The calculation puts the total energy at -1330.21146 Eh. The value obtained for the HOMO energy (alpha / beta) is -8.5 / -8.5 eV.